1.
{
  "formula": "C37H47BN12O6S5SeSr",
  "method": "the ωB97M-V functional and the def2-TZVPD basis",
  "homo_ev": -0.391,
  "total_charge": -2,
  "max_force_ev_per_a": 9.703,
  "multiplicity": 1,
  "orbital_gap_ev": 4.49,
  "relative_energy_kcal_mol": 255.2,
  "e_tot_ha": -6994.59365,
  "symbols": ["Sr", "C", "C", "C", "C", "N", "C", "C", "N", "B", "N", "C", "C", "N", "C", "S", "C", "C", "C", "C", "N", "C", "C", "N", "C", "S", "C", "C", "C", "C", "C", "S", "H", "H", "H", "H", "H", "H", "H", "H", "H", "H", "H", "H", "H", "H", "H", "H", "H", "H", "H", "H", "H", "H", "H", "H", "H", "H", "H", "H", "H", "H", "H", "H", "H", "H", "N", "C", "C", "C", "C", "C", "C", "S", "O", "O", "N", "C", "N", "C", "C", "C", "N", "H", "H", "H", "H", "H", "H", "H", "H", "H", "Se", "N", "C", "C", "C", "C", "C", "C", "N", "H", "H", "H", "H", "O", "S", "O", "O", "O"],
  "positions_angstrom": [[1.188, -0.132, 0.477], [0.824, 4.292, 2.960], [0.635, 3.157, 3.978], [1.802, 2.189, 3.823], [0.615, 3.696, 5.419], [-0.667, 2.534, 3.730], [-1.798, 3.314, 3.610], [-2.820, 2.506, 3.279], [-2.350, 1.226, 3.196], [-3.290, 0.120, 2.686], [-3.856, 0.532, 1.317], [-5.081, 0.074, 0.929], [-5.339, 0.540, -0.306], [-4.269, 1.313, -0.695], [-3.328, 1.252, 0.298], [-1.796, 1.982, 0.327], [-4.211, 1.903, -2.033], [-3.599, 0.864, -2.974], [-5.645, 2.254, -2.474], [-3.405, 3.199, -2.035], [-2.671, -1.285, 2.639], [-2.492, -1.990, 3.797], [-2.006, -3.209, 3.491], [-1.867, -3.272, 2.123], [-2.262, -2.063, 1.615], [-2.407, -1.687, -0.018], [-1.532, -4.473, 1.355], [-0.475, -4.179, 0.292], [-2.837, -4.947, 0.703], [-0.980, -5.563, 2.276], [-1.026, 1.241, 3.462], [-0.099, -0.152, 3.654], [1.839, 4.681, 3.024], [0.135, 5.118, 3.124], [0.664, 3.891, 1.960], [2.735, 2.722, 3.997], [1.820, 1.784, 2.815], [1.719, 1.364, 4.523], [1.563, 4.178, 5.647], [0.465, 2.868, 6.108], [-0.187, 4.416, 5.564], [-1.785, 4.371, 3.773], [-3.845, 2.733, 3.075], [-4.224, 0.063, 3.442], [-5.668, -0.558, 1.560], [-6.191, 0.375, -0.926], [-4.202, -0.042, -2.984], [-2.601, 0.596, -2.618], [-3.513, 1.255, -3.984], [-6.221, 1.373, -2.744], [-5.605, 2.897, -3.350], [-6.159, 2.788, -1.677], [-2.346, 2.982, -1.935], [-3.699, 3.831, -1.203], [-3.569, 3.725, -2.972], [-2.703, -1.542, 4.745], [-1.752, -4.016, 4.145], [-0.819, -3.395, -0.378], [-0.278, -5.073, -0.297], [0.456, -3.859, 0.757], [-3.213, -4.147, 0.071], [-3.580, -5.169, 1.466], [-2.664, -5.838, 0.106], [-0.105, -5.196, 2.805], [-0.669, -6.409, 1.666], [-1.727, -5.916, 2.986], [5.546, -1.845, -4.921], [5.297, -1.319, -3.650], [4.078, -0.687, -3.406], [3.818, -0.142, -2.173], [4.770, -0.198, -1.171], [5.991, -0.791, -1.404], [6.255, -1.361, -2.641], [4.505, 0.513, 0.457], [5.653, 1.266, 0.907], [5.000, -0.795, 1.415], [3.092, 0.862, 1.028], [2.704, 1.769, 0.096], [3.784, 2.137, -0.631], [3.520, 2.864, -1.765], [2.280, 3.287, -2.056], [1.162, 2.892, -1.195], [1.469, 2.139, -0.034], [4.691, -2.032, -5.428], [6.182, -2.629, -4.925], [3.323, -0.646, -4.176], [2.856, 0.305, -2.005], [6.719, -0.815, -0.608], [7.204, -1.852, -2.819], [4.388, 3.077, -2.377], [2.060, 3.843, -2.956], [0.432, 3.686, -0.976], [-0.205, 1.530, -2.296], [0.069, -0.136, -1.764], [0.578, -0.826, -2.844], [0.913, -2.169, -2.854], [1.286, -2.780, -4.049], [1.367, -2.056, -5.224], [1.091, -0.691, -5.225], [0.686, -0.067, -4.051], [0.322, 1.252, -3.971], [0.878, -2.744, -1.939], [1.521, -3.838, -4.046], [1.643, -2.543, -6.155], [1.169, -0.099, -6.129], [4.477, -2.098, 1.269], [2.866, -2.064, 0.939], [2.155, -1.451, 2.021], [2.724, -1.357, -0.301], [2.650, -3.484, 0.840]]
}

***

2.
{
  "formula": "C30H55As2MgN3Si3",
  "method": "the ωB97M-V functional and the def2-TZVPD basis",
  "homo_ev": -7.524,
  "total_charge": 0,
  "max_force_ev_per_a": 0.194,
  "multiplicity": 1,
  "orbital_gap_ev": 8.02,
  "relative_energy_kcal_mol": 0.0,
  "e_tot_ha": -6880.48818,
  "symbols": ["Mg", "C", "Si", "C", "C", "C", "C", "C", "C", "C", "C", "N", "Si", "C", "C", "C", "H", "H", "H", "H", "H", "H", "H", "H", "H", "H", "H", "H", "H", "H", "H", "H", "H", "H", "H", "H", "H", "H", "C", "As", "C", "C", "C", "C", "C", "C", "C", "As", "C", "C", "H", "H", "H", "H", "H", "H", "H", "H", "H", "H", "H", "H", "H", "H", "H", "H", "C", "Si", "C", "C", "C", "H", "H", "H", "H", "H", "H", "H", "H", "H", "H", "H", "C", "N", "C", "C", "N", "C", "H", "H", "H", "H", "H", "H"],
  "positions_angstrom": [[0.082, 0.142, 0.600], [0.843, 3.313, 0.406], [0.317, 2.818, 2.151], [-0.275, 4.444, 2.905], [1.893, 2.297, 3.040], [-0.891, 1.390, 2.159], [-2.084, 1.582, 1.223], [-2.893, 2.829, 1.421], [-3.187, 3.650, 0.415], [-2.815, 3.320, -0.962], [-2.114, 2.221, -1.239], [-1.561, 1.429, -0.218], [-1.184, 0.743, 3.879], [-2.900, -0.014, 4.169], [0.054, -0.597, 4.330], [-1.089, 2.033, 5.256], [1.576, 4.122, 0.485], [0.000, 3.685, -0.180], [1.316, 2.504, -0.156], [0.563, 5.146, 2.954], [-0.679, 4.337, 3.911], [-1.046, 4.897, 2.278], [2.622, 3.111, 2.988], [2.343, 1.421, 2.565], [1.739, 2.062, 4.094], [-3.188, 3.051, 2.440], [-3.726, 4.571, 0.598], [-3.115, 3.973, -1.769], [-1.842, 1.929, -2.245], [-3.012, -1.019, 3.760], [-3.715, 0.606, 3.786], [-3.040, -0.094, 5.250], [-0.082, -1.481, 3.702], [-0.063, -0.910, 5.371], [1.082, -0.254, 4.199], [-1.890, 2.772, 5.163], [-0.143, 2.575, 5.293], [-1.218, 1.528, 6.218], [0.240, -4.764, -2.132], [-0.037, -2.830, -2.298], [-1.354, -2.933, -3.760], [1.505, -2.370, -3.426], [2.447, -3.326, -3.800], [3.540, -2.986, -4.582], [3.702, -1.678, -5.012], [2.770, -0.719, -4.645], [1.678, -1.047, -3.847], [0.395, 0.333, -3.305], [-0.220, 0.849, -5.100], [1.626, 1.829, -3.030], [0.325, -5.255, -3.101], [-0.620, -5.172, -1.602], [1.131, -4.965, -1.537], [-0.981, -3.560, -4.569], [-1.553, -1.933, -4.150], [-2.286, -3.348, -3.374], [2.341, -4.353, -3.477], [4.265, -3.743, -4.854], [4.551, -1.402, -5.624], [2.907, 0.302, -4.982], [0.625, 1.037, -5.762], [-0.826, 1.753, -5.026], [-0.832, 0.052, -5.522], [2.170, 2.080, -3.940], [2.329, 1.566, -2.241], [1.050, 2.697, -2.709], [3.625, -1.400, 2.446], [2.792, -1.908, 0.838], [1.523, -3.236, 1.279], [4.085, -2.738, -0.251], [2.022, -0.446, 0.014], [4.108, -2.256, 2.924], [2.904, -0.991, 3.158], [4.389, -0.639, 2.272], [2.009, -4.114, 1.713], [0.950, -3.565, 0.409], [0.810, -2.862, 2.019], [4.527, -3.614, 0.233], [4.892, -2.040, -0.489], [3.648, -3.060, -1.200], [1.990, -0.640, -1.065], [2.681, 0.422, 0.157], [-5.346, 0.241, 1.188], [-4.183, 0.406, 0.343], [-4.085, -0.259, -0.869], [-2.820, -0.525, -1.205], [-1.966, -0.048, -0.154], [-2.876, 0.277, 0.977], [-6.247, 0.297, 0.579], [-5.384, 1.049, 1.918], [-5.337, -0.716, 1.725], [-4.978, -0.485, -1.433], [-2.413, -0.965, -2.097], [-2.890, -0.479, 1.764]]
}

***

3.
{
  "formula": "C36H35ClIrNO7S2Sb2",
  "method": "the ωB97M-V functional and the def2-TZVPD basis",
  "homo_ev": -1.526,
  "total_charge": -2,
  "max_force_ev_per_a": 3.322,
  "multiplicity": 1,
  "orbital_gap_ev": 5.71,
  "relative_energy_kcal_mol": 76.8,
  "e_tot_ha": -3815.65260,
  "symbols": ["Ir", "C", "C", "C", "Sb", "C", "C", "C", "C", "C", "C", "C", "C", "C", "C", "C", "C", "Sb", "C", "C", "C", "C", "C", "C", "C", "C", "C", "C", "C", "C", "H", "H", "H", "H", "H", "H", "H", "H", "H", "H", "H", "H", "H", "H", "H", "H", "H", "H", "H", "H", "H", "H", "H", "H", "H", "H", "N", "C", "Cl", "C", "C", "C", "C", "C", "C", "C", "H", "H", "H", "H", "H", "H", "C", "S", "O", "O", "O", "H", "H", "H", "O", "S", "O", "O", "O"],
  "positions_angstrom": [[3.482, -0.759, -0.111], [-1.117, -1.299, -2.431], [-1.744, 0.085, -2.648], [-0.879, 1.263, -2.195], [-0.567, 1.535, 0.046], [-0.518, 3.629, 1.365], [0.771, 4.127, 1.582], [1.034, 5.190, 2.438], [-0.010, 5.790, 3.133], [-1.302, 5.304, 2.964], [-1.541, 4.252, 2.087], [-2.735, 1.724, 0.230], [-3.526, 0.911, 1.034], [-4.899, 1.110, 1.144], [-5.510, 2.139, 0.443], [-4.735, 2.971, -0.355], [-3.366, 2.767, -0.450], [-0.988, -1.456, -0.191], [-0.341, -2.222, 1.797], [-0.772, -1.380, 2.819], [-0.601, -1.708, 4.158], [0.012, -2.904, 4.496], [0.462, -3.752, 3.491], [0.292, -3.410, 2.157], [-2.742, -2.709, -0.132], [-3.976, -2.224, -0.571], [-5.105, -3.033, -0.565], [-5.017, -4.347, -0.127], [-3.794, -4.845, 0.302], [-2.669, -4.030, 0.300], [-0.120, -1.349, -2.873], [-1.728, -2.118, -2.810], [-2.720, 0.147, -2.149], [-1.953, 0.213, -3.719], [-1.271, 2.190, -2.619], [0.140, 1.129, -2.564], [1.618, 3.629, 1.112], [2.051, 5.539, 2.579], [0.183, 6.614, 3.811], [-2.123, 5.750, 3.516], [-2.567, 3.906, 1.968], [-3.076, 0.100, 1.586], [-5.489, 0.455, 1.776], [-6.579, 2.296, 0.522], [-5.199, 3.786, -0.899], [-2.775, 3.440, -1.063], [-1.224, -0.423, 2.572], [-0.918, -1.019, 4.931], [0.163, -3.163, 5.538], [0.965, -4.677, 3.752], [0.677, -4.063, 1.387], [-4.061, -1.206, -0.915], [-6.055, -2.634, -0.901], [-5.897, -4.979, -0.119], [-3.716, -5.871, 0.642], [-1.721, -4.426, 0.645], [2.219, 0.434, 2.475], [2.692, -0.027, 1.520], [1.857, 3.182, -5.822], [2.508, 2.587, -4.304], [2.151, 3.205, -3.121], [2.670, 2.719, -1.927], [3.549, 1.633, -1.894], [4.100, 1.147, -0.599], [3.882, 1.034, -3.110], [3.367, 1.499, -4.309], [1.467, 4.043, -3.128], [2.386, 3.202, -0.995], [3.824, 1.850, 0.192], [5.195, 1.107, -0.647], [4.541, 0.170, -3.113], [3.622, 1.016, -5.244], [5.699, -3.599, -0.090], [5.910, -1.908, -0.579], [7.284, -1.724, -0.945], [4.899, -1.608, -1.643], [5.513, -1.059, 0.633], [6.690, -4.024, 0.034], [5.133, -4.078, -0.889], [5.111, -3.635, 0.822], [0.490, -3.004, -0.804], [1.915, -2.673, -1.092], [2.402, -3.515, -2.150], [2.733, -2.802, 0.150], [1.986, -1.160, -1.338]]
}